The following is a quantum chemistry calculation of 9 unconnected molecules or ions with the total composition C46H119N9O14, from the Open Molecules 2025 dataset.

Summary:
SMILES: COC[C@H](C)N.COC[C@H](C)N.COC[C@H](C)N.COC[C@H](C)N.COCCNCCOC.COCCNCCOC.COCCNCCOC.COCCNCCOC.COCCNCCOC
strongest force on any atom: 1.608 eV Å⁻¹
E_tot: -91699.6547 eV
gap between HOMO and LUMO: 0.3190 hartree
relative energy (zero: lowest compared OMol25 entry of this formula, charge and spin): 0.000 eV

The geometry in XYZ format:
```
188
Properties=species:S:1:pos:R:3:forces:R:3:mulliken_charge:R:1
C -0.789 2.319 5.049 0.157 0.871 0.217 -0.139
O -2.033 1.918 5.575 0.148 0.027 -0.033 -0.377
C -2.550 0.763 4.965 -0.189 0.173 -0.607 0.185
C -3.971 0.573 5.426 -0.986 -0.393 0.215 0.519
C -4.064 0.226 6.903 1.151 -0.017 0.157 -1.370
N -4.584 -0.500 4.623 0.268 0.037 -0.048 -0.647
H -0.674 2.064 3.992 0.063 -0.298 0.098 -0.245
H 0.048 1.975 5.664 -0.017 -0.410 -0.234 0.329
H -0.737 3.413 5.092 -0.162 -0.062 0.062 0.284
H -2.576 0.909 3.870 0.133 -0.047 0.053 -0.295
H -1.950 -0.135 5.156 0.017 0.017 0.163 0.261
H -4.517 1.518 5.299 0.210 0.093 -0.175 0.179
H -3.258 -0.459 7.191 -0.219 -0.237 -0.204 0.314
H -5.010 -0.236 7.173 -0.164 0.244 0.084 0.398
H -3.834 1.121 7.483 -0.475 0.015 0.105 0.315
H -5.510 -0.721 4.966 0.024 0.025 0.087 0.278
H -4.699 -0.204 3.660 0.053 -0.007 0.002 0.127
C -2.598 -0.395 0.534 0.113 0.317 0.232 -0.805
O -1.497 0.410 0.163 0.067 -0.231 -0.094 -0.221
C -0.599 0.674 1.213 0.112 -0.007 0.847 -0.413
C 0.776 1.015 0.655 -0.195 -0.034 -0.183 3.166
C 1.834 0.993 1.741 -0.399 -0.329 0.144 -1.832
N 0.769 2.340 0.037 -0.058 -0.100 -0.053 0.672
H -3.218 0.133 1.271 -0.094 -0.023 -0.102 0.242
H -2.288 -1.341 0.998 0.108 0.023 -0.144 0.417
H -3.169 -0.594 -0.370 -0.117 -0.042 0.086 0.198
H -0.937 1.528 1.828 -0.127 0.016 -0.216 -0.802
H -0.551 -0.165 1.927 0.056 -0.202 -0.328 0.425
H 1.001 0.253 -0.101 0.152 0.148 -0.065 -1.228
H 1.973 -0.026 2.111 0.002 0.045 0.068 0.457
H 1.489 1.617 2.574 0.262 0.055 0.029 0.109
H 2.790 1.341 1.362 -0.011 0.160 -0.037 0.232
H 0.011 2.395 -0.639 -0.019 0.044 0.066 0.175
H 0.556 3.024 0.763 -0.074 -0.109 -0.335 -0.620
C 4.334 -0.697 -4.839 -0.589 -0.297 -0.354 -0.935
O 3.483 -0.211 -3.834 -0.028 0.004 0.710 -0.243
C 2.525 0.719 -4.289 0.250 0.422 -0.966 -1.281
C 1.771 1.385 -3.175 0.238 -0.246 1.169 2.724
C 0.886 2.491 -3.705 -0.709 0.447 -0.318 -1.358
N 2.724 1.960 -2.198 -0.201 0.038 -0.347 -0.771
H 3.755 -1.268 -5.583 0.050 0.133 -0.034 0.305
H 5.021 -1.402 -4.378 0.235 0.208 0.040 0.307
H 4.844 0.120 -5.358 0.187 -0.049 0.099 0.347
H 3.029 1.546 -4.818 0.170 -0.215 -0.022 0.719
H 1.865 0.229 -5.017 -0.185 0.060 0.141 0.320
H 1.140 0.661 -2.634 -0.067 -0.131 -0.364 -0.971
H 1.241 2.955 -4.632 0.318 -0.080 0.132 0.397
H 0.803 3.288 -2.964 0.006 -0.018 0.003 -0.013
H -0.134 2.165 -3.931 0.104 -0.216 0.091 0.208
H 3.287 1.208 -1.820 0.101 -0.006 -0.034 0.359
H 2.149 2.256 -1.405 0.272 0.182 -0.054 -0.205
C 4.203 -4.382 2.320 0.461 -0.071 0.337 -0.767
O 4.024 -4.018 0.978 -0.097 0.011 -0.050 -0.376
C 4.291 -2.647 0.750 -0.289 -0.197 0.587 -0.376
C 3.919 -2.321 -0.671 0.629 0.087 -0.664 0.706
C 4.800 -3.134 -1.635 -0.152 0.084 0.192 -1.661
N 4.030 -0.873 -0.885 -0.197 -0.104 -0.050 0.312
H 3.753 -3.647 2.999 -0.069 -0.061 -0.013 0.283
H 5.271 -4.470 2.576 -0.066 0.156 -0.048 0.297
H 3.763 -5.360 2.502 -0.171 0.036 -0.181 0.276
H 3.711 -2.054 1.474 -0.036 0.111 -0.213 0.151
H 5.353 -2.421 0.944 0.024 -0.074 -0.150 0.290
H 2.881 -2.611 -0.856 -0.078 0.055 0.219 -0.208
H 4.770 -4.190 -1.367 -0.011 -0.041 -0.123 0.421
H 5.838 -2.793 -1.582 -0.019 0.018 0.037 0.369
H 4.452 -3.009 -2.662 0.032 -0.045 0.002 0.226
H 4.980 -0.560 -0.705 0.008 -0.112 -0.025 0.294
H 3.853 -0.686 -1.873 0.035 0.013 0.129 -0.166
C -3.119 -5.466 1.580 -0.185 -0.167 0.054 -0.699
O -3.135 -5.456 0.173 0.016 -0.019 -0.143 -0.318
C -1.827 -5.510 -0.356 0.138 -0.102 0.044 -0.811
C -1.842 -5.438 -1.859 0.144 0.655 0.251 -0.042
N -2.297 -6.664 -2.465 0.319 -0.194 -0.012 -0.352
C -2.277 -6.608 -3.915 -0.725 -0.131 0.173 -0.178
C -2.759 -7.925 -4.502 0.292 0.457 0.362 -0.617
O -2.765 -7.804 -5.901 0.193 0.212 -0.119 -0.234
C -3.305 -8.922 -6.539 -0.135 -0.573 -0.373 -0.772
H -4.122 -5.741 1.905 0.051 0.054 0.101 0.257
H -2.860 -4.487 2.001 0.038 0.014 -0.089 0.214
H -2.403 -6.205 1.957 -0.070 -0.007 0.042 0.323
H -1.354 -6.464 -0.076 0.039 0.134 0.130 0.374
H -1.224 -4.682 0.043 -0.027 -0.024 0.007 0.393
H -0.804 -5.222 -2.138 -0.019 -0.289 -0.295 0.160
H -2.413 -4.541 -2.169 -0.097 -0.155 0.004 0.190
H -3.202 -6.927 -2.094 -0.087 0.122 -0.118 0.279
H -1.260 -6.381 -4.224 0.027 -0.041 -0.091 0.017
H -2.958 -5.830 -4.302 0.255 0.123 -0.084 0.223
H -3.773 -8.099 -4.113 0.043 -0.273 -0.086 0.350
H -2.084 -8.732 -4.190 -0.184 -0.116 0.042 0.385
H -2.968 -8.949 -7.576 -0.012 0.244 0.025 0.226
H -4.402 -8.901 -6.538 0.035 -0.035 0.111 0.280
H -2.965 -9.864 -6.088 -0.059 0.107 0.125 0.328
C 9.872 4.786 7.787 -0.600 0.412 0.279 -0.672
O 9.688 3.405 7.606 0.334 0.212 -0.045 -0.352
C 8.377 3.062 7.244 -0.106 -0.907 -0.019 -0.460
C 7.902 3.674 5.930 -0.239 0.532 0.562 -0.666
N 6.938 2.807 5.294 -0.206 0.143 -0.661 -0.284
C 6.374 3.419 4.079 0.531 -0.315 0.204 -0.842
C 5.431 2.453 3.419 -0.352 0.530 -0.256 -0.270
O 6.195 1.382 2.920 0.098 -0.599 0.357 -0.458
C 5.372 0.380 2.363 -0.192 0.371 -0.677 -0.309
H 9.174 5.194 8.540 0.147 -0.214 0.056 0.295
H 9.668 5.370 6.880 0.287 -0.156 -0.094 0.268
H 10.887 4.954 8.132 0.084 -0.015 -0.096 0.255
H 7.680 3.244 8.073 -0.027 0.339 -0.123 0.300
H 8.383 1.972 7.134 0.103 0.071 -0.085 0.331
H 8.768 3.937 5.304 0.051 -0.165 -0.047 0.322
H 7.380 4.610 6.160 0.102 0.061 -0.176 0.355
H 7.398 1.955 4.986 -0.022 -0.060 0.159 0.239
H 7.164 3.653 3.346 -0.047 0.129 0.073 0.338
H 5.878 4.356 4.337 -0.142 -0.054 0.066 0.439
H 4.896 2.948 2.592 0.049 -0.027 0.042 0.295
H 4.674 2.124 4.144 0.093 -0.206 -0.019 0.307
H 5.924 -0.533 2.148 0.321 0.100 0.379 0.167
H 5.002 0.732 1.389 -0.252 -0.063 0.134 0.080
H 4.518 0.161 3.011 0.025 -0.101 0.002 0.325
C -0.884 6.264 -3.680 -0.371 -0.290 -0.391 -0.865
O -0.050 5.847 -2.640 -0.098 -0.149 0.315 -0.268
C 1.239 6.407 -2.698 0.251 -0.079 0.220 -0.810
C 1.986 6.049 -1.421 -0.043 -0.250 0.184 -0.323
N 1.124 6.136 -0.261 -0.082 0.819 -0.121 -0.303
C 1.710 5.600 0.927 0.323 -0.292 0.320 -0.392
C 0.696 5.399 2.027 0.732 -0.242 0.767 -0.945
O -0.332 4.523 1.595 -0.373 0.316 0.432 -0.317
C -1.640 5.015 1.824 -0.238 0.006 -0.730 -0.972
H -1.890 5.904 -3.460 0.030 0.015 0.047 0.254
H -0.580 5.813 -4.635 0.064 0.179 -0.005 0.280
H -0.927 7.354 -3.782 0.147 -0.004 0.038 0.335
H 1.147 7.494 -2.805 0.095 -0.004 -0.064 0.633
H 1.799 5.978 -3.540 -0.053 0.262 -0.135 0.318
H 2.816 6.750 -1.288 0.058 -0.051 -0.128 0.328
H 2.420 5.038 -1.498 -0.032 0.039 -0.164 0.105
H 0.213 5.750 -0.462 0.074 -0.274 0.004 0.267
H 2.504 6.242 1.332 -0.154 0.206 -0.168 0.402
H 2.222 4.634 0.752 -0.197 -0.027 -0.108 0.092
H 0.313 6.327 2.459 -0.269 0.131 -0.498 0.610
H 1.243 4.934 2.864 -0.197 -0.124 -0.083 0.362
H -1.840 5.263 2.868 0.124 -0.035 0.062 0.323
H -2.346 4.255 1.484 0.115 -0.170 0.201 0.240
H -1.831 5.885 1.183 0.084 0.148 0.258 0.338
C 0.636 -5.713 -8.327 0.162 -0.028 -0.716 -0.768
O 0.611 -4.730 -7.330 -0.261 0.088 0.297 -0.351
C -0.200 -5.099 -6.217 -0.016 -0.115 -0.248 -1.078
C -0.151 -3.974 -5.221 -0.351 0.068 0.750 0.054
N 1.095 -3.961 -4.453 -0.366 -0.512 0.018 -0.162
C 1.408 -2.656 -3.896 0.768 0.301 -1.380 -0.929
C 0.345 -2.069 -3.008 0.190 -1.117 0.604 1.240
O -0.555 -1.307 -3.757 -0.091 0.516 -0.071 -0.448
C -1.672 -0.920 -2.987 -0.241 -0.188 0.083 -0.402
H -0.305 -6.268 -8.394 0.044 -0.104 0.211 0.290
H 1.484 -6.396 -8.200 -0.169 -0.173 0.157 0.276
H 0.766 -5.231 -9.301 0.070 0.115 0.167 0.272
H 0.145 -6.057 -5.801 0.172 0.163 0.119 0.490
H -1.233 -5.284 -6.540 0.035 0.153 -0.072 0.568
H -0.953 -4.076 -4.481 -0.178 -0.172 -0.241 0.129
H -0.384 -3.028 -5.729 0.353 -0.023 -0.154 0.153
H 1.833 -4.301 -5.055 0.199 0.272 0.078 0.285
H 1.562 -1.969 -4.747 -0.091 0.318 0.290 0.500
H 2.373 -2.683 -3.389 -0.131 -0.230 0.193 -0.233
H 0.835 -1.518 -2.194 -0.218 0.408 -0.117 -0.586
H -0.171 -2.916 -2.520 -0.084 0.151 -0.005 0.189
H -2.344 -1.780 -2.840 0.071 0.050 0.124 0.307
H -2.234 -0.154 -3.520 0.145 0.026 -0.131 0.408
H -1.370 -0.524 -2.012 0.011 0.012 -0.044 -0.142
C -8.549 4.622 3.278 0.378 0.230 0.318 -0.763
O -8.410 3.305 2.803 -0.075 0.068 0.268 -0.270
C -9.246 3.037 1.699 0.192 -0.292 -0.219 -0.581
C -9.122 1.571 1.387 0.055 -0.188 0.205 -0.707
N -7.778 1.237 0.961 0.219 -0.381 -0.042 -0.105
C -7.576 -0.219 0.863 -0.577 0.854 0.492 -1.133
C -6.156 -0.583 0.498 -0.311 -0.694 -0.348 0.147
O -5.892 -0.654 -0.889 0.198 0.130 0.107 -0.457
C -5.710 0.610 -1.505 -0.321 -0.274 -0.342 -0.480
H -8.040 4.709 4.240 -0.029 -0.251 -0.035 0.233
H -9.600 4.882 3.440 -0.008 0.071 -0.169 0.296
H -8.056 5.348 2.619 -0.296 -0.026 -0.181 0.297
H -8.906 3.612 0.828 -0.262 0.188 0.040 0.333
H -10.296 3.233 1.945 0.040 0.330 -0.062 0.434
H -9.821 1.306 0.590 -0.036 -0.007 0.043 0.380
H -9.412 1.027 2.304 -0.056 -0.097 -0.161 0.317
H -7.129 1.592 1.656 -0.047 0.098 -0.032 0.178
H -8.312 -0.604 0.153 0.289 -0.136 -0.224 0.368
H -7.832 -0.701 1.827 0.142 0.007 -0.064 0.517
H -6.018 -1.605 0.850 0.352 0.008 0.100 0.367
H -5.445 0.087 0.998 -0.006 -0.002 0.049 -0.014
H -4.778 1.085 -1.182 -0.107 0.128 0.182 0.094
H -6.585 1.237 -1.325 0.224 0.252 0.074 0.296
H -5.638 0.420 -2.576 0.050 -0.007 0.022 0.253
```
Forces are in eV/Å.